Record 1
Computed, not measured: 2 unconnected molecules or ions with the total composition C3H8N2O2, with ωB97M-V/def2-TZVPD.

Atoms and positions in Å:
C  -3.10  -1.35  -0.15
C  -3.56  -0.14  -0.03
O  -4.10  0.90  0.03
H  -3.46  -2.05  0.54
H  -2.12  -1.45  -0.54
C  2.17  1.60  -0.20
O  1.02  1.11  0.36
N  0.24  0.19  -0.34
N  0.31  -1.04  0.05
H  2.13  1.64  -1.31
H  2.96  0.78  -0.03
H  2.50  2.47  0.12
H  -0.71  0.48  -0.38
H  0.15  -1.25  1.02
H  1.31  -1.35  -0.14

Computed properties:
Highest occupied orbital energy (eV): -9.0103
SMILES string: C=C=O.CONN

---

Record 2
Computed, not measured: a single C3H4N2O2 molecule, with ωB97M-V/def2-TZVPD.

Atoms and positions in Å:
O  2.66  -0.56  -0.02
C  1.45  -0.44  -0.07
N  0.79  0.71  -0.38
C  -0.59  0.72  0.20
C  -1.33  -0.58  -0.14
N  -0.69  -1.71  -0.20
O  0.70  -1.62  0.12
H  1.19  1.63  -0.21
H  -1.10  1.60  -0.22
H  -0.70  0.85  1.29
H  -2.39  -0.61  -0.38

Computed properties:
Highest occupied orbital energy (eV): -10.5324
SMILES string: O=C1NCC=NO1

---

Record 3
Computed, not measured: a single C17H14BrN3O3 molecule, with ωB97M-V/def2-TZVPD.

Atoms and positions in Å:
O  -4.71  1.45  -1.62
N  -3.74  0.69  -1.63
O  -2.60  0.90  -2.15
C  -3.99  -0.49  -0.85
C  -5.24  -1.13  -0.83
C  -5.58  -2.39  -0.24
Br  -7.28  -3.26  -0.49
C  -4.58  -2.95  0.61
C  -3.31  -2.38  0.61
C  -3.00  -1.19  -0.11
C  -1.59  -0.73  0.21
C  -0.36  -1.22  -0.69
O  -0.28  -2.50  -0.43
C  0.98  -0.46  -0.45
C  1.14  0.79  -1.06
C  2.21  1.60  -0.78
C  3.15  1.24  0.24
N  4.29  2.01  0.55
C  4.28  3.32  1.06
C  5.47  3.71  1.42
C  6.22  2.52  1.22
N  5.59  1.58  0.62
C  3.04  -0.10  0.77
C  1.92  -0.99  0.42
H  -6.09  -0.75  -1.37
H  -4.78  -3.88  1.26
H  -2.52  -2.90  1.18
H  -1.62  0.34  0.22
H  -1.25  -0.91  1.24
H  -0.66  -1.17  -1.77
H  0.48  -2.91  -0.93
H  0.45  1.07  -1.80
H  2.29  2.48  -1.42
H  3.40  3.93  1.19
H  5.69  4.69  1.83
H  7.16  2.42  1.70
H  3.65  -0.54  1.44
H  1.75  -1.90  0.83

Computed properties:
Highest occupied orbital energy (eV): -8.7695
SMILES string: O=[N+]([O-])c1cc(Br)ccc1C[C@H](O)c1ccc(-n2cccn2)cc1

---

Record 4
Computed, not measured: a single C5H8O molecule, with ωB97M-V/def2-TZVPD.

Atoms and positions in Å:
C  -1.84  0.29  -0.60
C  -0.45  0.11  -0.11
C  0.61  0.89  -0.36
C  1.82  0.22  0.23
O  1.45  -1.13  0.33
C  0.07  -1.09  0.66
H  -2.16  -0.62  -1.13
H  -1.88  1.12  -1.31
H  -2.58  0.48  0.19
H  0.61  1.81  -0.93
H  2.02  0.59  1.25
H  2.73  0.30  -0.37
H  -0.02  -0.94  1.75
H  -0.39  -2.04  0.39

Computed properties:
Highest occupied orbital energy (eV): -9.0971
SMILES string: CC1=CCOC1

---

Record 5
Computed, not measured: 2 unconnected molecules or ions with the total composition C19H19NO2, with ωB97M-V/def2-TZVPD.

Atoms and positions in Å:
C  -2.42  -0.74  1.96
C  -1.19  0.15  2.03
C  0.04  -0.53  2.36
C  1.33  0.10  2.17
C  2.50  -0.85  1.96
O  1.51  1.32  2.22
O  -1.30  1.38  1.88
H  -2.16  -1.81  1.94
H  -3.05  -0.54  2.83
H  -3.00  -0.49  1.06
H  0.01  -1.62  2.43
H  2.20  -1.90  1.89
H  3.04  -0.58  1.04
H  3.21  -0.72  2.79
C  -3.79  -2.56  7.17
N  -2.69  -1.88  6.47
C  -1.55  -2.63  6.25
C  -1.47  -3.96  6.70
C  -0.31  -4.70  6.50
C  0.81  -4.12  5.87
C  0.76  -2.81  5.43
C  -0.43  -2.04  5.57
C  -0.56  -0.74  5.06
C  -1.67  0.05  5.40
C  -2.78  -0.56  6.11
C  -3.92  0.22  6.37
C  -3.99  1.55  5.97
C  -2.90  2.15  5.31
C  -1.77  1.41  5.03
H  -4.64  -1.90  7.29
H  -4.12  -3.44  6.60
H  -3.46  -2.89  8.16
H  -2.32  -4.42  7.20
H  -0.28  -5.74  6.82
H  1.71  -4.72  5.73
H  1.63  -2.33  4.97
H  0.30  -0.26  4.59
H  -4.78  -0.20  6.89
H  -4.90  2.12  6.16
H  -2.96  3.20  5.00
H  -0.92  1.86  4.51

Computed properties:
Highest occupied orbital energy (eV): -6.7022

---

Record 6
Computed, not measured: 2 unconnected molecules or ions with the total composition C4H12NOS, with ωB97M-V/def2-TZVPD.

Atoms and positions in Å:
C  -0.85  -0.81  1.41
C  -2.06  -0.13  0.96
S  -3.69  -0.92  1.26
C  0.51  -0.06  1.09
N  0.62  0.08  -0.51
C  0.04  1.27  -1.36
H  -0.59  -1.88  0.93
H  -0.73  -0.86  2.55
H  -2.22  0.74  1.59
H  -1.95  0.15  -0.05
H  1.41  -0.55  1.49
H  0.54  0.99  1.47
H  0.22  -0.80  -0.74
H  0.73  2.06  -0.98
H  0.19  1.13  -2.44
H  -0.97  1.65  -1.30
H  2.53  -0.08  -1.49
H  3.04  -1.44  -1.84
O  3.23  -0.52  -2.06

Computed properties:
Charge: -1
Highest occupied orbital energy (eV): -2.3936

---

Taking the records one at a time from the top gives largest force on an atom values of 8.1; 3.0; 5.9; 0.5; 1.5; 4.9 eV/A.
Taking the records one at a time from the top gives DFT total energy values of -10311.052; -10249.160; -98505.501; -7361.092; -25594.510; -18714.692 eV.
Taking the records one at a time from the top gives energy relative to the best compared isomer or geometry (same formula, charge and spin) values of 569.3; 299.6; 552.6; 112.3; 356.0; 199.0 kJ/mol.